# 1
Density functional theory data (ωB97M-V with the def2-TZVPD basis set) for C7H11AuI2N2O2 as an isolated structure.

Summary:
**Orbital gap (alpha / beta)**: 1.7 / 5.3 eV
**Spin multiplicity**: 3
**Expectation value of S²**: 2.008
**Net charge**: -2

Atoms and positions in Å:
C1 1.574 -3.907 -0.792
I1 1.993 -2.109 0.682
H1 2.534 -3.920 -1.343
H2 0.697 -3.618 -1.378
H3 1.429 -4.832 -0.215
C2 -1.605 2.539 -0.812
C3 -0.042 1.320 0.226
N1 -1.316 1.752 0.301
H4 -0.406 2.977 -2.596
I2 0.703 1.891 3.435
N2 0.431 1.801 -0.951
H5 -2.586 2.901 -1.006
Au1 0.888 0.092 1.541
C4 -0.563 -3.698 1.694
O1 -1.244 -3.434 0.787
C5 -0.530 2.586 -1.593
C6 1.719 1.579 -1.550
H6 2.476 2.338 -1.312
H7 1.589 1.617 -2.648
H8 2.123 0.609 -1.234
C7 -2.291 1.428 1.334
H9 -3.254 1.889 1.053
H10 -1.961 1.840 2.311
H11 -2.431 0.323 1.427
O2 0.073 -3.963 2.639

***

# 2
Density functional theory data (ωB97M-V with the def2-TZVPD basis set) for a 8-piece molecular cluster, C35H60IO23PSi overall.

Summary:
**Orbital gap**: 9.0 eV
**SMILES**: CC[C@@H](I)[Si@@](C)(CCCCCCCCCOC)[PH2]=O.O=C1OCCO1.O=C1OCCO1.O=C1OCCO1.O=C1OCCO1.O=C1OCCO1.O=C1OCCO1.O=C1OCCO1
**Net charge**: 0

Atoms and positions in Å:
C1 5.654 -5.687 -1.454
C2 6.368 -4.883 -2.546
C3 5.472 -3.938 -3.363
I1 3.867 -5.014 -4.362
Si1 4.851 -2.382 -2.468
C4 4.188 -1.171 -3.749
C5 3.706 -2.666 -0.989
C6 2.418 -3.481 -1.240
C7 1.440 -2.857 -2.241
C8 0.310 -3.867 -2.576
C9 -1.027 -3.189 -2.881
C10 -2.073 -4.220 -3.355
C11 -2.499 -5.226 -2.263
C12 -3.349 -4.591 -1.138
C13 -2.456 -4.103 0.016
O1 -3.018 -2.929 0.609
C14 -2.065 -1.885 0.793
P1 6.725 -1.426 -1.644
O2 7.727 -1.278 -2.776
H1 4.749 -5.214 -1.071
H2 6.333 -5.780 -0.616
H3 5.380 -6.694 -1.768
H4 6.794 -5.600 -3.255
H5 7.211 -4.305 -2.163
H6 6.081 -3.567 -4.191
H7 3.720 -1.673 -4.597
H8 5.001 -0.516 -4.071
H9 3.413 -0.525 -3.324
H10 4.238 -3.141 -0.160
H11 3.393 -1.673 -0.640
H12 2.632 -4.521 -1.500
H13 1.887 -3.531 -0.282
H14 1.905 -2.571 -3.183
H15 0.967 -2.006 -1.740
H16 0.612 -4.395 -3.487
H17 0.252 -4.612 -1.781
H18 -1.409 -2.623 -2.031
H19 -0.862 -2.459 -3.681
H20 -1.634 -4.793 -4.176
H21 -2.978 -3.718 -3.704
H22 -1.650 -5.756 -1.829
H23 -3.103 -5.989 -2.765
H24 -4.001 -5.368 -0.732
H25 -3.967 -3.791 -1.542
H26 -2.361 -4.887 0.777
H27 -1.443 -3.876 -0.317
H28 -1.123 -2.281 1.165
H29 -2.493 -1.208 1.534
H30 -1.940 -1.325 -0.138
H31 7.273 -2.326 -0.694
H32 6.428 -0.201 -0.993
O3 -5.706 0.045 5.641
C15 -5.738 -0.515 4.593
O4 -6.511 -0.144 3.544
C16 -6.100 -0.903 2.397
C17 -5.468 -2.120 3.028
O5 -4.999 -1.607 4.282
H33 -6.954 -1.141 1.767
H34 -5.386 -0.314 1.819
H35 -6.189 -2.917 3.220
H36 -4.644 -2.517 2.442
O6 1.615 -3.202 2.693
C18 0.838 -3.014 3.571
O7 1.023 -3.386 4.861
C19 -0.015 -2.793 5.649
C20 -1.107 -2.565 4.628
O8 -0.360 -2.399 3.418
H37 -0.313 -3.460 6.453
H38 0.358 -1.861 6.077
H39 -1.767 -3.427 4.519
H40 -1.708 -1.682 4.832
O9 -4.049 1.021 0.084
C21 -4.016 1.879 0.910
O10 -3.207 1.863 1.996
C22 -3.286 3.151 2.626
C23 -4.628 3.661 2.159
O11 -4.780 2.990 0.894
H41 -3.217 3.053 3.706
H42 -2.456 3.765 2.269
H43 -5.442 3.356 2.820
H44 -4.656 4.740 2.028
O12 -4.779 6.779 2.317
C24 -4.273 7.298 1.367
O13 -3.088 7.943 1.384
C25 -2.705 8.191 0.015
C26 -4.030 8.167 -0.698
O14 -4.808 7.287 0.130
H45 -2.195 9.137 -0.080
H46 -2.036 7.396 -0.313
H47 -4.513 9.147 -0.722
H48 -3.957 7.785 -1.707
O15 -0.201 9.756 -1.002
C27 -0.124 10.688 -0.270
O16 0.707 10.765 0.796
C28 0.675 12.107 1.290
C29 -0.668 12.600 0.799
O17 -0.866 11.817 -0.383
H49 0.765 12.118 2.374
H50 1.509 12.662 0.856
H51 -1.474 12.385 1.503
H52 -0.675 13.660 0.561
O18 -2.103 7.071 -2.879
C30 -2.673 6.106 -3.278
O19 -2.100 4.897 -3.468
C31 -3.141 3.944 -3.716
C32 -4.260 4.819 -4.235
O20 -3.990 6.071 -3.595
H53 -2.813 3.197 -4.434
H54 -3.397 3.449 -2.777
H55 -4.214 4.961 -5.317
H56 -5.249 4.456 -3.965
O21 7.663 -4.319 0.603
C33 7.990 -5.088 1.449
O22 7.356 -6.254 1.716
C34 8.166 -7.002 2.629
C35 8.983 -5.918 3.295
O23 9.045 -4.914 2.278
H57 7.543 -7.559 3.324
H58 8.782 -7.702 2.060
H59 8.487 -5.499 4.172
H60 9.982 -6.244 3.573

***

# 3
Density functional theory data (ωB97M-V with the def2-TZVPD basis set) for an isolated ion of composition C5H4N and charge +1.

Summary:
**Relative energy (zero: lowest compared OMol25 entry of this formula, charge and spin)**: 175.82 kJ/mol
**Orbital gap (alpha / beta)**: 6.6 / 8.6 eV
**Spin multiplicity**: 3
**Expectation value of S²**: 2.005
**Net charge**: +1

Atoms and positions in Å:
C1 2.048 -0.726 0.003
C2 2.418 0.545 -0.010
C3 -0.249 0.179 0.029
C4 1.016 0.239 0.003
C5 -2.694 0.042 -0.008
N1 -1.450 0.093 0.018
H1 2.274 -1.767 0.028
H2 3.114 1.351 -0.029
H3 -3.205 -0.912 -0.010
H4 -3.273 0.956 -0.025

***

# 4
Density functional theory data (ωB97M-V with the def2-TZVPD basis set) for a 2-piece molecular cluster, C5H6N2O3S overall.

Summary:
**Relative energy (zero: lowest compared OMol25 entry of this formula, charge and spin)**: 569.16 kJ/mol
**Orbital gap**: 8.7 eV
**SMILES**: O=C=C[N+](=O)[O-].C1=NCCS1
**Net charge**: 0

Atoms and positions in Å:
O1 3.911 -1.825 0.571
C1 2.916 -1.341 0.877
C2 1.811 -0.662 1.150
N1 0.882 -1.229 2.140
O2 1.177 -2.249 2.716
O3 -0.152 -0.613 2.249
H1 1.511 0.324 0.785
C3 0.257 1.002 -1.596
N2 -0.557 0.166 -2.071
C4 -1.728 0.006 -1.308
C5 -1.812 1.077 -0.311
S1 -0.130 1.856 -0.158
H2 1.172 1.392 -2.044
H3 -1.954 -1.040 -0.923
H4 -2.659 0.154 -1.951
H5 -2.355 2.013 -0.813
H6 -2.288 0.971 0.687

***

| no. | energy (Ha) | F_max (eV/Å) |
| --- | --- | --- |
| 1 | -1264.332753 | 2.1 |
| 2 | -4028.781007 | 2.3 |
| 3 | -247.139210 | 12.1 |
| 4 | -927.366548 | 5.2 |